Record 1
# C30H55B9F36N10

14 unconnected molecules or ions with the total composition C30H55B9F36N10 in a non-equilibrium geometry (ωB97M-V/def2-TZVPD, the Open Molecules 2025 dataset).

HOMO level = 0.0214 Eh
net charge = -4
LUMO level = 2.90 eV

The geometry in XYZ format:
```
140
Properties=species:S:1:pos:R:3:forces:R:3
C 4.53375 -4.89166 -1.31434 0.3 0.7 -0.3
C 3.06664 -4.58137 -1.65706 0.6 -0.9 0.5
N 2.22095 -4.54226 -0.47407 -1.1 0.1 0.3
C 2.51169 -3.84569 0.66496 -0.1 0.2 0.4
C 1.41371 -3.90047 1.49689 0.5 0.6 -1.4
N 0.42342 -4.54588 0.77232 1.2 -0.3 0.2
C 0.94245 -4.96290 -0.39582 0.0 0.5 0.5
C -0.93343 -4.76110 1.27540 -0.5 0.5 -0.4
H 4.64394 -5.74190 -0.64303 -0.2 -0.2 -0.2
H 5.10693 -4.06647 -0.89262 -0.5 0.2 0.3
H 5.05096 -5.05368 -2.26471 0.0 -0.4 0.0
H 2.73433 -5.46073 -2.21290 -0.3 0.3 -0.4
H 2.94164 -3.64265 -2.19321 0.1 -0.1 -0.1
H 3.43034 -3.28022 0.68421 0.0 -0.1 0.7
H 1.28511 -3.37049 2.43160 -0.2 -0.4 0.1
H 0.40770 -5.47931 -1.17317 0.0 -0.1 0.1
H -1.18944 -5.81643 1.23199 0.1 0.0 0.4
H -1.64112 -4.21290 0.65000 0.1 0.0 -0.1
H -1.03112 -4.29120 2.25356 0.1 -0.4 0.1
C -0.36768 -1.49426 -1.56931 -1.2 -1.2 0.5
C -1.35359 -1.07860 -0.42968 0.3 0.6 -1.3
N -0.64631 -0.55545 0.73401 -0.2 -0.3 0.2
C 0.72543 -0.60407 0.92247 -0.3 0.5 1.5
C 0.93404 -0.11079 2.19541 0.6 -0.6 -0.5
N -0.28422 0.16210 2.74916 0.2 0.1 -0.6
C -1.23087 -0.08627 1.84447 -0.1 -0.5 0.6
C -0.47754 0.54173 4.14777 -0.4 0.2 1.2
H 0.50012 -0.84792 -1.66059 -0.3 0.3 -0.3
H -1.00115 -1.61836 -2.45282 0.2 0.7 -0.2
H 0.02048 -2.51764 -1.48805 0.3 0.0 0.6
H -2.11261 -1.81211 -0.15668 0.3 -0.3 0.1
H -1.96085 -0.28427 -0.86922 0.0 0.2 0.3
H 1.37915 -1.07408 0.21492 0.2 0.3 0.0
H 1.82619 0.02147 2.79545 0.1 0.0 -0.1
H -2.29479 -0.07805 2.05646 0.0 0.2 -0.3
H -0.60385 1.61186 4.31126 -0.1 0.0 -0.4
H 0.37015 0.30990 4.79665 0.3 -0.3 -0.5
H -1.32814 -0.01614 4.53725 -0.1 0.1 -0.1
C 3.04329 -2.83634 -10.49925 0.8 0.5 -0.4
C 3.47317 -3.59415 -9.25585 -0.9 -0.2 -0.2
N 2.35554 -3.59047 -8.29876 0.5 0.5 1.5
C 1.34252 -4.49263 -8.12503 -0.5 -0.9 0.3
C 0.61652 -4.13010 -7.02393 0.0 1.1 -0.8
N 1.15255 -2.92566 -6.60823 0.1 -1.0 0.5
C 2.22521 -2.67310 -7.32030 0.4 0.1 -0.7
C 0.57655 -2.06056 -5.59233 0.2 0.8 1.2
H 2.70732 -1.80602 -10.36744 0.0 -0.1 0.7
H 2.22291 -3.32407 -11.02237 0.3 -0.3 -0.2
H 3.95401 -2.70531 -11.08916 -0.3 -0.4 -0.6
H 4.39666 -3.22669 -8.81171 -0.3 0.4 0.3
H 3.71192 -4.63371 -9.48048 -0.3 0.0 -0.2
H 1.19742 -5.34239 -8.77032 0.1 0.0 0.0
H -0.29797 -4.47182 -6.56580 0.0 -0.2 -0.1
H 2.93618 -1.88488 -7.13671 -0.2 0.1 0.0
H -0.05394 -2.57796 -4.87057 -0.5 -0.2 -0.7
H 0.06455 -1.24454 -6.09430 -0.4 -0.1 0.3
H 1.33908 -1.66272 -4.91785 0.4 0.1 -0.4
C -3.27284 3.23936 3.54719 2.0 3.8 -0.4
C -3.30251 4.49590 4.41957 1.9 -0.8 0.5
N -4.57275 5.21294 4.39300 -1.4 1.5 -1.2
C -5.65634 5.06357 5.23868 1.0 -0.5 0.2
C -6.64637 5.87283 4.81355 -0.1 0.2 -0.2
N -6.17914 6.52861 3.69354 0.6 -0.1 0.2
C -4.90166 6.12626 3.47964 -0.9 -0.5 0.3
C -6.90283 7.51719 2.92769 -0.3 -0.2 -0.6
H -2.88628 3.42456 2.54321 -0.3 0.6 -0.2
H -4.26239 2.77809 3.55591 0.7 3.0 -0.9
H -2.61088 2.44024 3.88614 0.0 0.7 0.7
H -2.52869 5.19217 4.09908 0.0 0.4 0.4
H -3.15955 4.29251 5.48278 0.5 -0.3 -0.1
H -5.55488 4.42695 6.10347 -0.2 -0.2 -0.2
H -7.63612 6.04783 5.19620 0.0 -0.1 0.0
H -4.32072 6.47083 2.64176 0.2 -0.2 0.1
H -6.74614 8.54445 3.25356 0.2 -0.1 0.2
H -7.97060 7.30458 2.95585 0.0 -0.1 0.2
H -6.63087 7.42194 1.87688 0.2 0.1 0.0
C 0.45231 1.98670 -3.17188 -0.3 1.2 -0.2
C 1.57691 1.59092 -4.10584 -1.1 -1.3 0.4
N 2.78006 2.40218 -4.08733 1.3 1.4 0.5
C 3.95947 2.03782 -4.69173 -0.7 -1.2 -1.0
C 4.92125 2.91277 -4.39108 -0.3 2.1 0.4
N 4.29186 3.93030 -3.65197 -0.8 -1.5 0.8
C 3.03007 3.52794 -3.41155 -0.2 -0.4 -0.4
C 4.97927 5.03483 -2.96384 -0.1 -0.7 -1.3
H 0.79442 2.13128 -2.14710 -0.2 -0.1 0.0
H -0.39509 1.29922 -3.18049 0.5 -0.6 0.0
H -0.04709 2.87797 -3.56811 0.3 0.4 0.4
H 1.15940 1.59144 -5.11427 0.4 -0.2 -0.1
H 1.90404 0.59770 -3.78639 0.1 -0.1 -0.3
H 3.91003 1.21248 -5.38128 0.5 -0.2 0.3
H 5.95985 3.07525 -4.61809 0.0 -0.5 -0.3
H 2.27923 3.93113 -2.74941 0.3 0.4 0.0
H 5.15088 5.80357 -3.71759 -0.1 0.3 0.3
H 5.95024 4.61965 -2.70550 -0.1 0.3 0.8
H 4.31530 5.35913 -2.17023 0.5 0.2 0.3
B 0.81212 0.29922 8.15961 -0.3 0.4 0.4
F 0.41728 -1.05212 8.10033 -0.2 -0.5 -0.3
F -0.30614 1.13105 7.88496 0.2 -0.7 0.3
F 1.23355 0.48550 9.52242 0.0 0.3 0.4
F 1.86305 0.57818 7.32286 0.1 -0.5 0.1
B 3.87883 -0.81946 -1.25098 1.2 0.1 1.6
F 4.86197 -1.78606 -0.95098 0.0 -0.7 0.0
F 3.57951 -0.11015 -0.09562 -0.3 -0.1 -0.9
F 4.50769 0.00928 -2.20948 -0.5 0.7 -1.0
F 2.75209 -1.47434 -1.78107 -0.3 0.1 -0.6
B -3.32887 -3.04463 3.19409 -1.2 0.8 1.9
F -4.01111 -2.68202 4.37309 -0.5 -0.2 -0.2
F -2.09814 -2.38194 3.31159 0.9 -0.1 -1.1
F -3.11476 -4.44850 3.29949 0.2 -0.5 -0.9
F -4.06827 -2.67022 2.06782 0.8 -0.8 0.1
B -5.67609 1.05813 4.02839 -0.7 -2.2 -0.5
F -6.67208 2.07642 3.97401 0.1 0.6 0.0
F -5.97950 0.04675 3.09201 -0.1 0.7 0.9
F -4.40538 1.57010 3.71251 -3.2 -6.8 0.9
F -5.64002 0.55742 5.33277 -0.2 0.2 0.2
B 3.64372 -3.08680 4.38689 -1.4 -0.2 2.6
F 3.17699 -2.17921 5.33251 0.5 0.1 -0.2
F 3.53589 -2.54390 3.13277 0.6 0.2 -1.6
F 4.89993 -3.59616 4.78068 0.6 0.2 -0.7
F 2.74977 -4.19700 4.44801 -0.3 -0.9 -0.6
B 0.07343 3.71853 6.80038 0.8 0.0 0.8
F 0.37150 4.98552 6.20341 -0.3 0.6 -0.4
F 1.13883 2.88106 6.60029 -0.5 0.5 -0.3
F -0.09226 3.98780 8.19443 -0.3 0.2 0.0
F -1.15382 3.24828 6.27900 -0.2 0.2 -0.4
B -3.29401 -1.63259 -4.54945 -1.0 -0.1 0.7
F -3.14374 -2.93329 -5.07911 0.5 -0.5 -1.1
F -3.75487 -1.82924 -3.26854 0.6 0.4 0.4
F -2.02495 -0.98460 -4.65111 0.4 0.1 0.1
F -4.23064 -0.87118 -5.25710 0.2 0.0 -0.6
B -4.77160 0.54523 0.10284 -0.7 -0.6 0.3
F -4.62205 0.91289 -1.25715 0.1 0.3 -0.5
F -4.26664 -0.76411 0.25958 0.1 0.5 -0.1
F -4.07428 1.45611 0.89393 0.7 0.3 0.1
F -6.13290 0.60083 0.45836 0.0 0.0 -0.5
B 3.43001 2.34382 4.30234 -0.7 -0.2 1.2
F 4.22293 2.89651 5.32251 0.7 0.3 -0.2
F 4.24015 1.69682 3.33341 0.2 0.0 -0.2
F 2.54447 1.44443 4.90595 0.3 0.0 -1.2
F 2.72168 3.39591 3.67476 0.0 0.2 -0.6
```
Forces are in eV/Å.

Atom charges from the Mulliken analysis, given in e for atoms 1 to 4: -1.480, 0.035, 0.413, -0.641

Record 2
# C3H8NO2

2 unconnected molecules or ions with the total composition C3H8NO2 (ωB97M-V/def2-TZVPD, the Open Molecules 2025 dataset).

HOMO level = -0.1014 Eh
net charge = -1
LUMO level = 4.13 eV
relative energy (zero: lowest compared OMol25 entry of this formula, charge and spin) = 2.6722 eV

The geometry in XYZ format:
```
14
Properties=species:S:1:pos:R:3:forces:R:3
O -1.56837 2.34358 1.36218 -0.1 0.0 0.0
C -1.36274 1.84367 0.27534 -0.2 -0.1 0.0
C -0.07200 1.74222 -0.41467 -0.1 0.0 0.0
H -2.20981 1.37488 -0.27857 0.0 0.0 0.1
H -0.20893 1.96565 -1.47650 0.1 0.0 0.0
H 0.24035 0.66181 -0.42131 0.1 0.3 -0.2
H 0.66023 2.39218 0.06073 0.1 -0.1 -0.1
N 0.60324 -1.36094 0.94642 0.0 0.4 0.2
C 0.67642 -1.83456 -0.48927 0.1 0.0 -0.1
O 0.82718 -0.86745 -1.38802 -0.1 -0.1 0.3
H -0.23849 -1.62663 1.43762 -0.1 -0.2 -0.1
H 1.40001 -1.64336 1.49835 0.0 -0.1 0.0
H 1.52027 -2.56921 -0.48976 -0.1 -0.2 -0.1
H -0.26738 -2.42183 -0.62254 0.0 -0.2 0.0
```
Forces are in eV/Å.

Atom charges from the Mulliken analysis, given in e for atoms 1 to 4: -0.542, 0.135, -0.525, 0.300

Record 3
# C23H14N2OPS2SbSe4Tc

A molecular structure, C23H14N2OPS2SbSe4Tc in a non-equilibrium geometry (ωB97M-V/def2-TZVPD, the Open Molecules 2025 dataset).

HOMO level (spin up / spin down) = -0.4238 / -0.4237 Eh
net charge = +1
LUMO level (spin up / spin down) = -5.58 / -5.60 eV
relative energy (zero: lowest compared OMol25 entry of this formula, charge and spin) = 0.9322 eV

The geometry in XYZ format:
```
49
Properties=species:S:1:pos:R:3:forces:R:3
Tc 1.68240 1.00857 -0.85506 1.0 0.9 -0.9
S 2.34292 -0.14294 -2.71402 -0.1 0.5 1.0
C 4.01192 -0.43793 -2.41302 -0.2 0.2 0.1
C 4.61804 -1.50584 -3.13018 0.2 -0.2 -0.1
N 5.08761 -2.39207 -3.69136 -0.1 0.1 0.0
C 4.70224 0.35649 -1.53352 -0.2 0.1 0.0
S 3.89126 1.62209 -0.71144 -0.7 -0.4 0.0
C 6.10272 0.22710 -1.30785 0.3 -0.1 0.0
N 7.22862 0.17804 -1.08277 -0.1 0.0 0.0
O 3.17808 -1.40277 0.07014 0.0 -0.2 0.3
C 2.33443 -0.65488 0.44861 0.4 -0.1 -0.5
C 1.67185 -0.72202 1.76303 -0.4 0.0 0.3
C 2.30048 -1.22894 2.89789 0.1 0.0 -0.1
C 1.57027 -1.36165 4.06451 0.1 0.0 0.0
C 0.22806 -0.99588 4.10709 -0.1 0.0 -0.1
C -0.39690 -0.47872 2.98201 0.0 0.0 0.1
C 0.32831 -0.34815 1.80575 0.3 0.1 -0.2
P -0.33793 0.19613 0.20498 -0.8 -0.4 0.3
C -1.70368 1.27330 0.70621 0.2 0.1 -0.1
C -1.41107 2.34391 1.55307 -0.1 -0.1 0.0
C -2.41735 3.20677 1.95062 0.0 0.0 0.0
C -3.71666 3.00719 1.50219 0.0 0.0 0.0
C -4.01153 1.93705 0.67093 -0.1 0.0 -0.1
C -3.00721 1.07309 0.26283 0.1 -0.1 0.1
C -1.10145 -1.27470 -0.52870 0.2 0.1 -0.1
C -1.82203 -2.16699 0.26455 0.0 0.0 -0.1
C -2.40817 -3.27808 -0.31746 0.0 0.0 0.1
C -2.27957 -3.50527 -1.68144 0.0 0.0 0.0
C -1.56454 -2.61878 -2.47173 0.0 0.0 0.0
C -0.97344 -1.50497 -1.89575 0.0 0.0 0.1
H 3.34555 -1.50711 2.85740 0.0 0.0 0.0
H 2.04526 -1.75620 4.95263 0.0 0.0 0.0
H -0.33266 -1.12043 5.02383 0.0 0.0 0.0
H -1.43474 -0.17244 3.01839 0.0 0.0 0.0
H -0.39985 2.48752 1.91373 0.0 0.0 0.0
H -2.19026 4.03295 2.61115 0.0 0.0 0.0
H -4.50047 3.68749 1.80781 0.0 0.0 0.0
H -5.02728 1.77073 0.33711 0.0 0.0 0.0
H -3.23353 0.24014 -0.39088 0.0 0.0 0.0
H -1.91828 -2.00311 1.32960 0.0 0.0 0.0
H -2.96481 -3.97315 0.29697 0.0 0.0 0.0
H -2.73410 -4.38064 -2.12556 0.0 0.0 0.0
H -1.46193 -2.79381 -3.53427 0.0 0.0 0.0
H -0.41060 -0.81445 -2.51010 0.0 0.0 0.0
Se -0.28843 3.66379 -5.96811 -0.6 0.2 0.4
Sb -2.18569 4.03211 -4.65452 0.6 -0.6 0.0
Se 0.41459 2.42016 -2.56276 0.1 -0.1 -0.4
Se 1.02762 3.55176 -0.70075 0.5 -0.6 0.2
Se -1.87807 2.22551 -2.62179 -0.5 0.4 -0.4
```
Forces are in eV/Å.

Atom charges from the Mulliken analysis, given in e for atoms 1 to 4: -0.886, -0.153, 0.820, -0.169

Record 4
# H3NP2

H3NP2 in the gas phase in a non-equilibrium geometry (ωB97M-V/def2-TZVPD, the Open Molecules 2025 dataset).

HOMO level (spin up / spin down) = -0.3385 / -0.3230 Eh
net charge = 0
LUMO level (spin up / spin down) = -1.98 / -1.12 eV
relative energy (zero: lowest compared OMol25 entry of this formula, charge and spin) = 3.0290 eV

The geometry in XYZ format:
```
6
Properties=species:S:1:pos:R:3:forces:R:3
N 0.42756 -1.37117 -0.42656 2.6 -1.3 -1.2
P 1.19300 1.22593 0.30851 -0.6 -1.1 0.1
P -0.43866 -0.29952 0.23090 -1.7 1.1 -0.2
H 1.34117 1.29392 -1.09591 -0.4 -0.1 0.0
H -1.68425 -0.13244 -0.52462 0.5 0.6 0.9
H -0.83881 -0.71672 1.50767 -0.4 0.8 0.5
```
Forces are in eV/Å.

Atom charges from the Mulliken analysis, given in e for atoms 1 to 4: -0.451, -0.006, 0.187, 0.092

Record 5
# C23H32NZr

A molecular structure, C23H32NZr in a non-equilibrium geometry (ωB97M-V/def2-TZVPD, the Open Molecules 2025 dataset).

HOMO level (spin up / spin down) = -0.2684 / -0.2684 Eh
net charge = +1
LUMO level (spin up / spin down) = -3.75 / -3.76 eV
relative energy (zero: lowest compared OMol25 entry of this formula, charge and spin) = 4.1370 eV

The geometry in XYZ format:
```
57
Properties=species:S:1:pos:R:3:forces:R:3
C -0.58272 -4.40927 -0.49117 0.3 1.9 -0.3
C -1.65693 -4.25319 0.49718 -0.6 0.3 0.1
C -0.87137 -4.33622 -1.93613 -0.4 0.1 -0.7
C 0.82519 -4.37390 -0.06626 0.7 0.3 0.1
H -0.58540 -5.22554 -2.51230 0.0 -0.1 0.1
H -0.31463 -3.49546 -2.38475 -0.1 -0.5 0.1
H -1.93066 -4.13989 -2.13768 0.1 -0.2 0.1
H -1.94765 -5.16687 1.02324 0.0 -0.3 0.0
H -2.54513 -3.85842 -0.00272 -0.1 -0.2 0.1
H -1.38618 -3.53114 1.27590 0.1 -0.2 0.0
H 1.20768 -5.29769 0.38379 -0.1 -0.2 0.0
H 0.97067 -3.58701 0.68720 0.0 -0.3 0.1
H 1.48412 -4.12356 -0.90730 -0.1 -0.2 0.1
C -1.95182 1.38818 -1.96781 -0.8 -0.1 0.1
C -2.02531 0.11015 -2.62718 -0.3 -0.1 0.7
C -2.39115 -0.88653 -1.65338 -0.3 0.8 0.2
H -1.85902 -0.08441 -3.68271 0.0 0.1 0.4
C -2.60289 -0.21376 -0.40312 -0.3 0.9 -0.7
C -2.34753 1.19164 -0.60086 -1.0 -1.0 -0.4
H -2.50258 1.97165 0.14500 0.2 -0.4 -0.2
H -1.74009 2.34496 -2.43933 -0.1 -0.3 0.1
H -2.58497 -1.93695 -1.84303 0.1 0.2 0.0
H -2.91995 -0.69284 0.52395 0.2 0.2 -0.3
C 2.04866 0.57497 -1.21465 0.6 -1.2 -0.6
C 1.34128 1.12291 -2.34003 0.5 -0.1 -0.3
C 0.85464 0.01475 -3.12147 0.6 -0.2 0.4
H 1.30140 2.17408 -2.63241 0.1 -0.4 0.0
C 1.20118 -1.20563 -2.44774 0.6 0.7 0.1
C 1.92867 -0.86648 -1.26565 0.7 0.9 -0.8
H 2.36239 -1.58184 -0.56793 -0.2 0.3 -0.1
H 2.66287 1.13282 -0.50793 -0.5 -0.4 -0.2
H 0.34473 0.09538 -4.07952 0.2 0.0 0.4
H 1.05935 -2.21734 -2.82643 -0.1 0.4 0.2
Zr -0.25973 0.08524 -0.97571 -0.4 -1.3 1.0
C 2.36109 3.04807 1.60128 0.3 0.2 0.0
N 1.08220 3.72321 1.25513 -0.5 0.2 0.1
C 1.26293 4.80499 0.23848 0.1 0.0 0.3
C -0.01758 2.77334 0.79791 -0.2 0.1 -0.3
C -0.15874 1.63981 1.77521 -0.1 -0.2 1.5
C -0.31949 1.96090 3.13850 0.1 -0.6 -0.2
C -0.25383 0.94247 4.09488 0.0 0.4 0.0
C -0.02808 -0.37390 3.70173 0.1 -0.5 0.0
C 0.08216 -0.69467 2.34217 -0.2 0.1 0.9
C -0.02573 0.30413 1.39362 0.4 0.5 -2.1
H 2.76285 2.57065 0.71346 -0.1 0.1 0.0
H 2.18891 2.32167 2.38670 -0.1 -0.1 0.0
H 3.05343 3.81098 1.95083 0.0 0.0 0.0
H 0.72262 4.14511 2.12509 0.2 -0.1 -0.4
H 1.62004 4.34357 -0.68676 0.0 0.1 0.2
H 0.29351 5.28167 0.07579 0.2 0.0 0.0
H 1.99243 5.52571 0.62198 -0.2 -0.1 -0.2
H -0.92088 3.40284 0.70737 0.4 -0.2 0.1
H 0.25632 2.46790 -0.23880 -0.1 0.0 0.6
H -0.48341 2.98504 3.46117 -0.1 0.1 0.1
H -0.36635 1.18250 5.15225 0.0 -0.1 -0.3
H 0.05794 -1.15750 4.46314 0.0 0.3 -0.3
H 0.25055 -1.73127 2.02779 -0.1 0.3 0.2
```
Forces are in eV/Å.

Atom charges from the Mulliken analysis, given in e for atoms 1 to 4: 1.028, -1.018, -1.060, -0.957